Density functional theory data (ωB97M-V with the def2-TZVPD basis set) for a cluster of 2 separate species, C7H17N3O6S in total.

Output
calculated total energy = -1290.834080 Eh
structure (SMILES) = CNC(=O)[C@H](CO)NC(C)=O.NCS(=O)(=O)O
LUMO = 0.466 eV
maximum force = 3.3 eV/Å
orbital gap = 0.3816 Ha

Structure (XYZ):
```
34
Properties=species:S:1:pos:R:3:lowdin_charge:R:1
O 2.98864 3.69680 -1.06364 0.045
O 0.47032 -1.32482 -1.63856 0.058
O -2.95158 0.55679 3.52717 -0.313
O -2.76105 -0.27503 1.24484 -0.331
O 0.10859 -0.92593 1.01897 -0.079
O -1.48868 -1.46126 3.05067 -0.187
C 2.90135 2.53029 -0.72243 -0.565
C 1.11367 -0.27974 -1.69247 -0.421
N 1.54187 0.22044 -2.85984 0.032
N -5.48441 -1.70669 2.16272 -0.023
N 1.70778 1.94030 -0.67569 0.098
C 4.15421 1.75150 -0.37658 0.007
C 1.31344 -0.40953 -4.15981 -0.046
C 0.27232 0.42094 0.61731 -0.174
C -4.20520 -1.84835 2.94454 -0.276
C 1.40921 0.52222 -0.40683 -0.180
S -2.84921 -0.63112 2.66867 0.680
H 0.00019 -1.43252 0.19068 0.092
H -0.87928 -1.19525 2.32256 0.021
H 2.03398 1.10106 -2.84011 0.130
H -6.10444 -2.50976 2.28460 0.072
H -5.30605 -1.52577 1.16939 0.068
H 0.92986 2.55154 -0.87781 0.163
H 4.09735 1.42333 0.65981 0.087
H 4.25476 0.89538 -1.04025 0.080
H 5.01792 2.40498 -0.49589 0.089
H 0.25292 -0.35601 -4.41454 0.090
H 1.60800 -1.46034 -4.11910 0.089
H 1.89566 0.09473 -4.93276 0.087
H 0.51186 1.02673 1.49268 0.142
H -0.65142 0.79117 0.17046 0.125
H -4.42203 -1.81798 4.01563 0.099
H -3.75843 -2.82104 2.72337 0.090
H 2.27789 0.05297 0.05225 0.151
```



Density functional theory data (ωB97M-V with the def2-TZVPD basis set) for a structure of composition C7H17NO.

Output
calculated total energy = -406.692590 Eh
LUMO = 0.953 eV
maximum force = 4.6 eV/Å
orbital gap = 0.2789 Ha

Structure (XYZ):
```
26
Properties=species:S:1:pos:R:3:lowdin_charge:R:1
C -0.38681 0.49297 -0.36052 -0.228
C 0.17986 -0.50773 0.44065 -0.213
C -1.93542 0.30376 0.96745 -0.120
C 2.37927 0.09879 -1.72915 -0.188
C -0.91431 0.28129 -1.74631 -0.062
C -0.03291 -1.98289 0.28113 -0.055
C -1.65617 0.80665 2.35927 -0.148
N 2.05640 -0.09017 -0.33570 -0.197
O 2.40181 1.18267 0.30873 -0.145
H 3.01943 0.90255 0.99624 0.072
H -0.06234 1.50418 -0.13009 0.127
H 0.54854 -0.19747 1.41130 0.113
H -2.40056 -0.67867 0.91712 0.082
H -2.53576 0.99762 0.38031 0.071
H 3.46656 0.17680 -1.88746 0.071
H 2.01960 -0.77109 -2.28791 0.074
H 1.94114 1.00760 -2.17703 0.061
H -0.15540 0.58869 -2.47153 0.067
H -1.18254 -0.75523 -1.95005 0.077
H -1.79064 0.90923 -1.92679 0.081
H -0.35021 -2.43078 1.22660 0.084
H 0.91942 -2.44199 0.00440 0.085
H -0.77363 -2.23102 -0.47913 0.072
H -1.23915 0.02303 2.99639 0.069
H -2.56877 1.16977 2.84654 0.073
H -0.94740 1.64142 2.34555 0.078
```